1.
Here is a 11-piece molecular cluster, C7H37NO10 overall at a distorted geometry from the OMol25 dataset. Energies are from the ωB97M-V functional and the def2-TZVPD basis.

Its energy above the lowest of the compared OMol25 structures with the same formula, charge and spin is 4.646 eV. As for the HOMO-LUMO gap: 9.3 eV. Its highest occupied orbital energy is -9.442 eV. The LUMO energy is -0.2 eV. The SMILES is CCNCCC(C)C.O.O.O.O.O.O.O.O.O.O. The largest force on an atom comes out at 0.1592 hartree/bohr.

Cartesian coordinates (Å):
C -1.233710 0.178917 -2.936553
C 0.069136 0.608937 -2.282109
N -0.031006 1.902538 -1.625713
C 0.925456 1.963499 -0.495276
C 0.361933 2.077169 0.939360
C 0.026997 0.701653 1.386918
C 1.261910 -0.226493 1.390543
C -0.569965 0.753339 2.794827
H -1.498588 -0.896388 -2.885383
H -2.148490 0.730885 -2.480996
H -1.490278 0.318522 -3.975179
H 0.599963 -0.122644 -1.611694
H 0.891150 0.719928 -3.130029
H -1.043289 1.891048 -1.290452
H 1.574990 2.757242 -0.581121
H 1.555196 1.131977 -0.512265
H 0.874176 2.551358 1.722038
H -0.477983 2.825414 0.766560
H -0.801081 0.264542 0.853475
H 1.223562 -0.761892 2.333411
H 2.194165 0.291707 1.221391
H 1.192137 -1.050920 0.574170
H -1.012381 -0.313635 3.057434
H -1.425181 1.509617 2.890344
H 0.262703 1.065399 3.507013
O 4.036137 -1.558822 -2.236666
H 4.449316 -1.305817 -3.051221
H 3.700011 -0.664451 -1.988245
O 2.038108 -3.527346 -2.517998
H 2.753755 -3.179093 -2.003839
H 1.254760 -3.426439 -1.945559
O -2.664151 -2.275377 3.573636
H -2.273985 -2.744527 2.827607
H -2.984340 -3.003340 4.140632
O -3.062690 -0.004792 0.462120
H -3.306863 0.510242 1.226642
H -2.358306 -0.566029 0.558508
O 0.639441 4.184712 -3.008554
H 1.430681 4.285188 -2.482497
H 0.339226 3.215484 -2.814478
O 3.618211 0.503091 -3.867713
H 3.826112 1.397671 -3.840990
H 2.924566 0.499883 -4.459126
O -3.289814 0.096551 3.786043
H -2.755895 -0.703479 3.510057
H -4.211499 -0.420225 3.904084
O -1.417571 -3.615726 1.777967
H -1.776529 -3.121015 0.926195
H -1.920558 -4.501392 1.616456
O 3.212066 2.311213 2.244869
H 3.772331 1.549212 2.309605
H 2.422185 2.199690 2.558616
O -3.051653 -2.561082 -0.026073
H -2.833080 -2.556958 -0.992827
H -3.791493 -1.888745 0.182038

Cartesian forces (eV/Å) of the 6 atoms listed first:
-2.91 -0.30 1.02
2.76 -0.44 -2.53
-2.05 -0.88 1.50
-0.86 0.85 1.06
-2.58 0.50 -3.08
-1.00 -0.55 1.61


2.
Here is a 13-piece molecular cluster, C7H38NO12 overall at a distorted geometry from the OMol25 dataset. Energies are from the ωB97M-V functional and the def2-TZVPD basis.

Its energy above the lowest of the compared OMol25 structures with the same formula, charge and spin is 6.916 eV. As for the HOMO-LUMO gap: 8.4 eV. Its highest occupied orbital energy is -10.984 eV. As for the total charge: +1. The LUMO energy is -2.6 eV. The largest force on an atom comes out at 0.2334 hartree/bohr.

Cartesian coordinates (Å):
C 1.871576 0.346389 -3.758246
C 1.584178 1.199241 -2.515526
C 0.085178 1.021013 -2.245535
C -1.023113 1.665093 -2.700587
C -0.299244 -0.169342 1.465483
C -0.563374 0.553372 0.185707
C -0.008375 0.221735 -1.038705
N 2.050954 -1.218172 -3.610725
H 2.766318 0.824390 -4.329885
H 1.108903 0.461678 -4.560644
H 2.005822 2.188057 -2.592231
H 2.174509 0.818989 -1.558029
H -1.978027 1.569834 -2.379883
H -0.723018 2.210917 -3.524635
H -1.111478 0.093585 2.120565
H -0.430092 -1.292086 1.362794
H 0.716839 -0.078587 1.884772
H -1.116972 1.559115 0.346218
H 0.483394 -0.689876 -1.029259
H 1.291283 -1.773184 -4.162352
H 2.984014 -1.313427 -4.024044
H 1.854274 -1.543261 -2.638237
H -2.987237 0.184320 2.538635
H -4.192239 1.122640 2.465285
O -3.234745 0.982893 2.214853
H 1.218005 2.964599 -0.389463
H 2.330410 3.770867 -0.035998
O 2.264425 2.876796 -0.323224
H -1.546050 -3.962241 0.582963
H -0.942440 -5.018951 -0.167637
O -1.207564 -4.063722 -0.302508
H -1.500263 3.023666 0.332706
H -1.904125 4.190505 1.199651
O -1.813721 3.970103 0.265814
H 0.178445 0.555003 4.498339
H -1.325243 0.635319 4.314723
O -0.540146 -0.012455 4.244015
H -3.490483 3.421860 -0.793557
H -4.689833 2.579255 -0.533328
O -3.803556 2.508762 -0.750877
H 1.865878 -2.560696 2.663318
H 3.278525 -2.243171 2.733986
O 2.693716 -2.977012 2.640657
H 3.116151 0.458197 0.733518
H 3.179094 0.663072 2.234775
O 2.730895 0.159702 1.513561
H -1.414027 -1.716258 4.436829
H -2.678066 -1.126128 4.849832
O -2.326784 -1.842576 4.323317
H -0.741533 -2.126132 -1.781504
H -0.206508 -3.249306 -2.256958
O -0.200508 -2.347417 -2.595624
H -2.375506 -0.393073 -0.762983
H -3.105406 -0.324852 0.578864
O -2.497471 -0.999992 -0.018286
H 3.667398 -2.547999 0.123065
H 4.513111 -1.409119 0.572050
O 3.963853 -1.801928 -0.045826

Cartesian forces (eV/Å) of the 6 atoms listed first:
1.12 1.25 -2.44
0.12 -2.48 0.60
-1.60 1.28 2.38
5.47 -1.23 -0.52
-0.58 -2.10 -0.45
1.67 1.44 -1.96


3.
Here is one molecule with the formula C7H3F3N2O at a distorted geometry from the OMol25 dataset. Energies are from the ωB97M-V functional and the def2-TZVPD basis.

As for the HOMO-LUMO gap: 8.6 eV. Its highest occupied orbital energy is -9.590 eV. The LUMO energy is -1.0 eV. The SMILES is N#Cc1ccc[n+]([O-])c1C(F)(F)F. The largest force on an atom comes out at 0.0886 hartree/bohr.

Cartesian coordinates (Å):
N -2.997988 -3.241789 -0.081770
C -2.457717 -2.232633 -0.063615
C -1.639798 -1.084084 -0.048554
C -0.259185 -1.134071 -0.021495
C 0.419993 0.019089 0.138790
C -0.220572 1.240046 -0.021888
N -1.595824 1.387203 -0.071446
O -2.160550 2.481456 -0.167939
C -2.369226 0.217030 -0.059595
C -3.849844 0.284509 -0.008759
F -4.401993 -0.672956 0.738252
F -4.232794 1.370936 0.695096
F -4.423994 0.307903 -1.250023
H 0.128707 -2.067085 -0.054811
H 1.434750 0.153000 0.181311
H 0.248572 2.120787 -0.036499

Cartesian forces (eV/Å) of the 6 atoms listed first:
-0.34 -0.33 -0.02
0.43 -0.97 -0.16
-2.01 4.09 -0.13
-2.48 0.49 0.53
-1.70 2.70 -1.24
-2.36 -3.14 0.84


4.
Here is one molecule with the formula C7H4 at a distorted geometry from the OMol25 dataset. Energies are from the ωB97M-V functional and the def2-TZVPD basis.

Its energy above the lowest of the compared OMol25 structures with the same formula, charge and spin is 1.141 eV. As for the HOMO-LUMO gap: 11.0 eV. Its highest occupied orbital energy is -10.054 eV. The LUMO energy is 1.0 eV. The SMILES is C#CC(C#C)C#C. The largest force on an atom comes out at 0.0913 hartree/bohr.

Cartesian coordinates (Å):
C 2.226328 -1.133433 -0.281240
C 1.211870 -0.607198 0.081059
C -0.009507 -0.049973 0.660255
C -0.076366 1.377300 0.223532
C -0.102409 2.479881 -0.302256
C -1.261932 -0.645550 0.140041
C -2.145728 -1.251441 -0.343085
H 3.285361 -1.416718 -0.601278
H -0.058442 -0.132922 1.766862
H -0.181296 3.445535 -0.758335
H -2.887874 -2.065483 -0.585552

Cartesian forces (eV/Å) of the 6 atoms listed first:
2.36 -0.07 -0.64
0.20 -0.90 0.44
-1.16 1.36 -0.30
0.21 2.27 -0.83
-0.09 -2.09 1.10
2.49 0.59 0.85


5.
Here is a 21-piece molecular cluster, C7H40F12O21 overall at a distorted geometry from the OMol25 dataset. Energies are from the ωB97M-V functional and the def2-TZVPD basis.

Its energy above the lowest of the compared OMol25 structures with the same formula, charge and spin is 0.274 eV. As for the HOMO-LUMO gap: 9.2 eV. Its highest occupied orbital energy is -9.761 eV. The LUMO energy is -0.5 eV. The largest force on an atom comes out at 0.0935 hartree/bohr.

Cartesian coordinates (Å):
O 1.353707 -2.702087 1.936065
F 2.018221 -3.563869 -0.077965
F -1.635943 1.893936 -1.025765
F -0.925534 0.352606 -2.398252
F 0.380607 1.561023 0.742750
F 1.075853 1.752895 -1.315732
F -2.537701 -1.101880 -0.934734
F -2.559929 0.389315 0.646011
F 2.005554 -0.559860 -1.589682
F 2.157802 -0.159982 0.566895
F -1.550741 -2.476467 0.889401
F -0.626064 -0.852944 1.920477
F 0.109451 -2.262698 -1.274907
C 1.303865 -2.666057 0.705952
C -0.954279 0.714954 -1.060452
C 0.470576 0.922807 -0.471973
C -1.725905 -0.367068 -0.146895
C 1.283255 -0.397831 -0.381005
C -0.806277 -1.339748 0.679929
C 0.448802 -1.683217 -0.105395
O 3.735571 -6.787099 -0.439692
H 3.476029 -6.057367 -1.090760
H 3.044466 -7.523648 -0.499949
O 3.790419 1.836182 -3.455763
H 4.654400 1.564543 -3.004643
H 3.674706 2.834642 -3.339800
O 0.345114 3.198481 -4.624413
H -0.045490 3.749782 -3.871249
H -0.407030 2.943793 -5.251450
O -3.234621 4.623513 -1.168372
H -3.919635 3.898098 -1.000182
H -3.617246 5.500624 -0.839691
O 1.416409 0.625636 -5.005248
H 0.817435 1.435739 -4.911844
H 2.274206 0.808059 -4.500605
O 0.262962 2.280248 4.559002
H -0.285353 2.265850 5.409239
H 0.801966 1.424985 4.517072
O -2.544225 1.944209 3.882050
H -1.554560 1.740529 3.935298
H -2.708593 2.493137 3.048131
O 4.068544 -3.846566 -2.889587
H 4.000971 -4.851511 -2.985918
H 4.430966 -3.470551 -3.756203
O -3.272110 3.630811 1.530657
H -4.263640 3.472974 1.405278
H -2.886885 3.934202 0.645606
O -3.286067 -0.881547 3.773159
H -2.311610 -1.063763 3.570700
H -3.386937 0.104784 3.974994
O -2.850867 -4.546037 3.151774
H -3.670359 -4.242999 3.662031
H -2.049316 -4.050080 3.519607
O -4.358943 2.365558 -3.693398
H -3.348933 2.357807 -3.753209
H -4.724937 2.679196 -4.583025
O 5.705741 1.119286 1.164269
H 5.026514 1.418190 1.852068
H 6.101749 1.944523 0.733084
O -0.665421 4.957311 -2.573859
H 0.145958 5.397756 -2.159815
H -1.402756 4.940451 -1.881173
O 0.003933 -0.922709 5.171568
H -0.702135 -1.313011 5.782219
H 0.691269 -0.451413 5.745337
O -4.767213 -1.884534 1.548790
H -4.880261 -2.776060 2.013723
H -4.337084 -1.241378 2.200786
O 1.302061 -3.404650 -3.716514
H 1.694538 -3.105426 -4.599796
H 2.063719 -3.682582 -3.111212
O -1.302580 -3.423278 -4.088877
H -0.336763 -3.219276 -3.866754
H -1.629285 -4.136027 -3.449336
O 3.429686 2.302604 2.401747
H 2.992510 1.468190 2.771055
H 3.374219 3.025978 3.107021
O 2.046794 -0.056330 3.588607
H 1.306085 -0.687109 3.866509
H 2.786576 -0.116547 4.276255

Cartesian forces (eV/Å) of the 6 atoms listed first:
-0.04 0.04 -4.81
-1.28 1.68 1.14
0.55 -0.66 0.15
0.38 0.03 2.21
-0.12 -1.11 -0.91
0.65 0.32 -0.02


6.
Here is C7H4Cl2CuF15MgO15S5 as an isolated structure at a distorted geometry from the OMol25 dataset. Energies are from the ωB97M-V functional and the def2-TZVPD basis.

As for the HOMO-LUMO gap (spin up / spin down): 2.6 / 2.6 eV. Its highest occupied orbital energy (spin up / spin down) is -7.169 / -7.165 eV. As for the total charge: -1. The LUMO energy (spin up / spin down) is -4.6 / -4.6 eV. The spin multiplicity is 2. The expectation value of S² is 0.7681. The largest force on an atom comes out at 0.1049 hartree/bohr.

Cartesian coordinates (Å):
Cu -0.587635 -6.714347 -0.582844
Mg 0.799325 0.309753 2.310186
C -2.343025 5.726013 -0.220034
F -3.313545 5.066573 -0.715234
F -1.213865 5.581423 -0.824974
F -2.658005 7.055073 -0.123864
S -2.068895 5.054553 1.622386
O -1.335705 3.747473 1.444486
O -1.333245 6.059383 2.417926
O -3.438695 4.896973 2.117786
C 2.764025 -1.797597 -3.763694
F 3.618135 -2.601047 -3.096574
F 3.275365 -0.572927 -3.895794
F 2.713775 -2.416857 -4.909954
S 1.078785 -1.768487 -2.823574
O 1.309905 -1.004227 -1.577324
O 0.196605 -1.147887 -3.764684
O 0.679615 -3.177317 -2.558134
C 5.988995 4.276863 0.296066
F 5.135505 4.458483 -0.684994
F 6.752915 3.212443 -0.027604
F 6.747395 5.391133 0.478576
S 4.966225 3.829513 1.855316
O 4.214675 2.587403 1.668936
O 5.905205 3.678253 2.983046
O 4.014555 4.973713 2.017726
C -4.510095 -3.573887 4.332776
F -5.061775 -4.813747 4.162286
F -5.461875 -2.662347 4.632766
F -3.749615 -3.624197 5.424776
S -3.562055 -2.998697 2.631126
O -4.616505 -2.548327 1.739286
O -2.591435 -1.933547 2.869566
O -2.893295 -4.232787 2.161966
C 5.158425 -4.884347 2.892256
F 5.810275 -3.894887 3.510796
F 5.493615 -4.821737 1.612786
F 5.420125 -6.050527 3.437276
S 3.238585 -4.576747 3.055126
O 2.610135 -5.443197 2.069286
O 2.888165 -4.957307 4.418816
O 2.999835 -3.157267 2.748156
Cl -5.538055 2.195743 -7.053704
C -5.144485 1.892993 -5.366424
C -5.441085 0.498443 -4.878204
Cl -7.209795 0.216183 -4.612144
H -5.668325 2.592543 -4.715014
H -4.100765 2.125763 -5.155304
H -4.884125 0.197063 -3.991044
H -5.054255 -0.249487 -5.570354

Cartesian forces (eV/Å) of the 6 atoms listed first:
0.18 0.66 0.26
-0.41 -0.50 -0.55
0.74 1.28 5.18
-1.36 -0.84 -1.61
1.09 -0.05 -1.70
0.16 -1.01 -0.55


7.
Here is an isolated ion of composition C7H4Cl2NO4S and charge -1 at a distorted geometry from the OMol25 dataset. Energies are from the ωB97M-V functional and the def2-TZVPD basis.

Its energy above the lowest of the compared OMol25 structures with the same formula, charge and spin is 0.000 eV. As for the HOMO-LUMO gap: 5.9 eV. Its highest occupied orbital energy is -4.829 eV. As for the total charge: -1. The LUMO energy is 1.1 eV. The SMILES is O=C([O-])c1ccc(S(=O)(=O)N(Cl)Cl)cc1. The largest force on an atom comes out at 0.0618 hartree/bohr.

Cartesian coordinates (Å):
O 3.778839 -1.717493 -0.967990
C 3.463374 -0.506530 -0.873386
O 4.185027 0.460623 -1.227379
C 2.053363 -0.232201 -0.386620
C 1.276506 -1.223029 0.207439
C -0.015783 -0.963771 0.675191
C -0.617751 0.309958 0.457513
S -2.344790 0.572050 1.020678
O -2.730521 1.980811 0.917214
O -2.515178 0.030995 2.361884
N -3.264612 -0.388260 -0.118189
Cl -4.866031 -0.937960 0.388448
Cl -3.150299 0.168759 -1.824676
C 0.163150 1.300353 -0.181179
C 1.472293 1.036171 -0.584983
H 1.728086 -2.213080 0.403142
H -0.542793 -1.789040 1.192203
H -0.164666 2.315095 -0.355638
H 2.091785 1.796548 -1.103671

Cartesian forces (eV/Å) of the 6 atoms listed first:
-0.58 0.09 0.49
1.78 -0.60 -1.21
-1.00 0.16 0.56
-0.79 0.87 -0.12
-0.11 -0.33 0.87
-0.58 0.09 -0.15


8.
Here is C7H4ClF5O3S4SbTcTe as an isolated structure from the OMol25 dataset. Energies are from the ωB97M-V functional and the def2-TZVPD basis.

Its energy above the lowest of the compared OMol25 structures with the same formula, charge and spin is 0.223 eV. As for the HOMO-LUMO gap: 6.9 eV. Its highest occupied orbital energy is -14.477 eV. As for the total charge: +2. The LUMO energy is -7.5 eV. The largest force on an atom comes out at 0.0049 hartree/bohr.

Cartesian coordinates (Å):
Tc -4.195082 -0.832550 -1.108050
S -8.748462 -0.721903 -0.182623
Sb -7.547677 -2.560266 -1.185269
S -5.432067 0.260218 0.244637
S -5.232554 -2.867043 -0.742521
S -8.687034 -4.358237 -1.602781
F -7.185056 -1.344503 -2.782527
Te -6.216311 0.595693 -3.633127
F -5.200217 1.892700 -4.476346
F -8.144334 0.528913 -1.035382
F -5.296018 1.798185 -0.255222
F -6.107633 -0.495845 -5.098942
O -4.708290 -0.093959 -2.804555
Cl 9.807864 1.346355 2.372016
C 8.162137 1.010517 2.146921
C 7.634638 1.031308 0.848848
C 6.305738 0.762423 0.655382
C 5.505521 0.473752 1.785405
C 6.035807 0.451813 3.096349
C 7.368162 0.720355 3.264563
C 4.163102 0.215058 1.599613
O 3.069065 0.001523 1.449314
O -2.726203 -0.784575 -0.424335
H 8.279605 1.259550 0.012454
H 5.877534 0.773730 -0.337556
H 5.404307 0.225453 3.944570
H 7.813457 0.711333 4.249165

Cartesian forces (eV/Å) of the 6 atoms listed first:
-0.15 -0.20 0.05
0.02 0.04 0.03
-0.01 0.05 -0.08
-0.02 0.04 -0.02
0.02 0.03 -0.02
0.02 0.00 -0.01